{
  "formula": "C22H25N5O5S",
  "method": "wB97M-V/def2-TZVPD",
  "lumo_ev": -0.2,
  "e_homo_ev": -8.7,
  "gap_ev": 8.57,
  "symbols": ["C", "C", "N", "C", "C", "S", "O", "O", "C", "C", "C", "C", "C", "C", "O", "N", "N", "C", "O", "C", "N", "N", "C", "C", "C", "C", "C", "C", "C", "O", "C", "C", "C", "H", "H", "H", "H", "H", "H", "H", "H", "H", "H", "H", "H", "H", "H", "H", "H", "H", "H", "H", "H", "H", "H", "H", "H", "H"],
  "xyz": [[-2.9275, -0.9871, 2.4058], [-4.0726, -1.8102, 1.8179], [-3.9695, -1.9042, 0.3768], [-3.4000, -3.1044, -0.2027], [-4.3367, -4.3071, -0.1428], [-5.2020, -1.1730, -0.4728], [-5.0740, -1.5431, -1.8503], [-6.4774, -1.3405, 0.1675], [-4.7214, 0.5506, -0.3031], [-5.6554, 1.5244, -0.0086], [-5.2457, 2.8460, 0.0958], [-3.9102, 3.1694, -0.0654], [-2.9683, 2.1776, -0.3341], [-1.5379, 2.5676, -0.4459], [-1.1408, 3.6619, -0.8047], [-0.6717, 1.5935, -0.0815], [0.6965, 1.8244, -0.1097], [1.5271, 0.8284, 0.2953], [1.0732, -0.2203, 0.7155], [2.9696, 1.1505, 0.1921], [3.7575, 0.1482, 0.1840], [5.0863, 0.2903, 0.0673], [5.7774, -0.9367, -0.1455], [5.2429, -2.0975, 0.4017], [5.8842, -3.3053, 0.2046], [7.0557, -3.3611, -0.5328], [7.5770, -2.2035, -1.0836], [6.9404, -0.9877, -0.9009], [5.7473, 1.4805, 0.3096], [6.9470, 1.5941, 0.2358], [4.8402, 2.6046, 0.7754], [3.4731, 2.5666, 0.0983], [-3.3888, 0.8588, -0.4796], [-1.9682, -1.4026, 2.1065], [-2.9848, 0.0446, 2.0666], [-2.9867, -0.9994, 3.4909], [-5.0322, -1.3407, 2.0470], [-4.0724, -2.8097, 2.2619], [-3.1893, -2.8657, -1.2465], [-2.4581, -3.3128, 0.3124], [-3.8718, -5.1645, -0.6224], [-4.5752, -4.5704, 0.8853], [-5.2603, -4.0659, -0.6632], [-6.6839, 1.2317, 0.1317], [-5.9664, 3.6202, 0.3091], [-3.5705, 4.1907, 0.0196], [-0.9002, 0.6777, 0.2882], [0.9420, 2.7021, -0.5491], [4.3260, -2.0390, 0.9663], [5.4692, -4.2055, 0.6323], [7.5585, -4.3050, -0.6806], [8.4846, -2.2426, -1.6669], [7.3509, -0.0918, -1.3353], [5.3530, 3.5512, 0.6045], [4.7215, 2.4791, 1.8573], [2.7983, 3.2730, 0.5823], [3.5685, 2.8449, -0.9574], [-2.7118, 0.0617, -0.7424]],
  "forces_ev_per_a": [[-0.225, -0.215, -0.048], [0.123, 0.408, 0.570], [-0.849, 0.484, -0.682], [-0.036, -0.414, -0.473], [0.175, 0.191, 0.038], [0.305, 0.313, 0.260], [0.278, -0.122, -0.078], [0.133, 0.137, 0.111], [-0.208, -0.532, 0.069], [-0.112, -0.125, -0.010], [0.062, -0.031, -0.031], [0.129, -0.033, -0.021], [-0.379, -0.140, -0.102], [0.341, -0.189, 0.095], [0.015, 0.207, -0.037], [0.459, -0.593, 0.184], [-0.391, 0.493, -0.223], [-0.654, -0.150, 0.035], [-0.013, -0.086, -0.009], [0.793, 0.273, 0.063], [-1.221, -0.096, 0.065], [0.359, 0.184, -0.268], [0.225, -0.469, -0.024], [0.020, 0.102, 0.044], [0.037, -0.005, -0.011], [0.055, -0.077, -0.022], [-0.028, -0.059, 0.007], [-0.029, 0.105, -0.020], [0.031, 0.598, 0.263], [-0.033, 0.037, 0.012], [-0.002, 0.055, -0.122], [0.209, -0.182, 0.054], [0.172, 0.357, -0.059], [0.159, -0.024, -0.003], [0.016, 0.091, 0.007], [0.062, 0.043, 0.139], [0.081, -0.162, 0.233], [-0.130, 0.026, -0.096], [0.206, -0.167, 0.087], [-0.028, 0.120, -0.050], [0.002, -0.122, -0.029], [-0.043, -0.074, 0.079], [-0.089, -0.096, -0.059], [-0.144, 0.031, 0.041], [-0.060, 0.051, 0.032], [0.026, 0.083, 0.011], [-0.016, 0.200, -0.031], [0.029, -0.141, 0.072], [-0.053, -0.034, 0.028], [-0.043, -0.066, 0.039], [0.040, -0.080, -0.016], [0.073, 0.006, -0.050], [0.001, 0.035, -0.001], [0.028, -0.137, 0.021], [0.008, 0.003, -0.041], [-0.015, -0.026, -0.068], [-0.042, 0.056, 0.011], [0.192, -0.039, 0.013]],
  "nbo_charge": [-0.6158, -0.2296, -0.7031, -0.2173, -0.6271, 2.3271, -0.9348, -0.9405, -0.3253, -0.1607, -0.2115, -0.1605, -0.0754, 0.6254, -0.6255, -0.4407, -0.4400, 0.6184, -0.6081, 0.1159, -0.1531, -0.3052, 0.2115, -0.2423, -0.2021, -0.2148, -0.2021, -0.2365, 0.6762, -0.5625, -0.4914, -0.4723, -0.1945, 0.2115, 0.2049, 0.2165, 0.2243, 0.1992, 0.2279, 0.2031, 0.2171, 0.2022, 0.2215, 0.2454, 0.2254, 0.2372, 0.4375, 0.4327, 0.2399, 0.2154, 0.2135, 0.2154, 0.2387, 0.2480, 0.2368, 0.2354, 0.2312, 0.2375]
}


{
  "formula": "C22H25N7O2",
  "method": "wB97M-V/def2-TZVPD",
  "lumo_ev": 0.2,
  "e_homo_ev": -8.2,
  "gap_ev": 8.40,
  "symbols": ["C", "C", "C", "C", "C", "C", "C", "N", "C", "N", "N", "N", "H", "H", "H", "N", "C", "O", "C", "N", "C", "O", "N", "C", "C", "C", "C", "C", "C", "C", "H", "H", "H", "H", "H", "H", "C", "H", "H", "H", "H", "C", "C", "H", "C", "H", "H", "H", "H", "H", "H", "H", "H", "H", "H", "H"],
  "xyz": [[4.5982, 0.2286, 2.2277], [3.2614, -0.5626, 1.8307], [2.4084, -0.2583, 0.7905], [1.3871, -0.9488, 0.4651], [1.0660, -2.0988, 1.1584], [1.8437, -2.2991, 2.4396], [3.0943, -1.5275, 2.7694], [3.6387, -2.2037, 3.8484], [3.7973, -3.4374, 4.4008], [4.5543, -3.2418, 5.3835], [4.7711, -2.0034, 5.7595], [4.3497, -1.4114, 4.7600], [3.4666, -4.2874, 3.7917], [1.3260, -3.1080, 3.1511], [0.0609, -2.6273, 1.0784], [0.7873, -0.4352, -0.5286], [-0.4391, -0.8347, -1.1323], [-1.1349, -1.7158, -0.4944], [-1.1505, -0.2339, -2.3006], [-0.4621, 1.2390, -2.3495], [-0.3168, 2.0192, -1.4909], [0.5322, 3.0914, -1.3993], [-1.2035, 2.0647, -0.2736], [-2.3733, 1.5681, -0.0979], [-3.5532, 1.3566, -1.1663], [-4.6945, 0.9846, -1.0586], [-4.7396, 0.2357, -0.0252], [-4.0408, 0.0601, 1.1668], [-2.5666, 0.7950, 1.0030], [-1.6163, 0.7180, 1.9979], [-0.7356, 0.3810, 1.6663], [-1.5668, 1.4531, 2.5294], [-1.9253, -0.1323, 2.7393], [-3.9913, -0.4809, 1.9037], [-5.7454, -0.2846, 0.2085], [-5.5569, 1.1055, -1.6416], [-3.2462, 2.3337, -2.4736], [-2.4626, 3.5250, -2.0861], [-2.8406, 1.9208, -3.2063], [-4.1456, 2.9634, -2.4962], [-0.8421, 2.8680, 0.3025], [0.3677, 1.4582, -3.4558], [-0.1252, 0.1544, -4.4980], [-1.0308, 0.4636, -5.0693], [-0.4423, -1.0644, -3.4321], [0.4222, -1.3908, -3.4226], [-1.1350, -1.6280, -3.9671], [0.5000, -0.0322, -5.4879], [1.2693, 1.0983, -3.4832], [0.1615, 2.2764, -3.9518], [-2.1495, -0.2460, -2.2796], [1.0757, 0.1837, -1.1061], [2.7202, 0.5047, 0.0946], [5.4785, -0.4268, 2.3278], [4.4922, 0.8762, 3.0594], [4.8023, 0.9941, 1.5204]],
  "forces_ev_per_a": [[-1.053, -0.370, -1.909], [5.074, 2.347, 2.631], [6.788, 3.068, 2.215], [-1.445, -4.843, 2.486], [-0.177, -1.432, 5.227], [-1.856, -0.354, -2.041], [-7.869, -5.568, -2.133], [3.968, 3.586, 3.320], [-0.610, 0.699, -3.434], [0.921, -7.205, 5.426], [-0.029, -1.286, -2.685], [-2.257, 6.207, -2.704], [0.410, -0.038, 1.083], [1.666, 1.848, -1.503], [1.885, 0.731, -0.184], [-9.922, -3.166, -5.307], [-3.574, -4.123, 6.887], [2.231, 2.362, -2.675], [8.800, 0.881, 0.027], [-2.018, -9.697, -8.689], [1.330, 14.324, 13.860], [-2.739, -5.083, -1.410], [7.164, 3.577, -3.287], [-7.893, -5.962, -0.859], [15.157, 10.610, -4.160], [-6.880, -1.038, -2.161], [-6.052, -7.838, 11.826], [5.927, 9.286, -11.422], [-7.259, -0.980, -1.723], [-2.089, -9.837, 0.357], [3.735, -0.772, -1.398], [1.066, 8.660, 5.921], [0.445, 1.286, -1.006], [-0.943, -6.069, 7.461], [1.019, 0.437, -0.967], [-0.597, 0.273, -1.298], [-2.292, 6.782, 10.397], [-1.749, -3.969, -1.101], [3.115, -3.221, -6.782], [0.011, -0.805, -1.250], [-0.602, -1.252, -0.970], [-4.355, -6.207, -3.314], [-0.799, 1.419, -1.032], [-0.067, -0.099, 1.025], [-7.748, 8.111, -3.387], [8.056, -3.974, 1.913], [-1.047, -1.532, -0.368], [-0.233, -0.030, 2.691], [5.712, -0.680, 1.290], [-0.523, 4.430, -2.077], [-3.539, 0.030, 0.287], [4.077, 5.596, -3.560], [0.199, 0.549, 0.331], [-0.553, 0.209, 0.062], [-0.430, -0.198, 1.521], [0.443, 0.316, -1.448]],
  "nbo_charge": [-0.6335, 0.0070, -0.2297, 0.1151, -0.2492, -0.1889, 0.1726, -0.2563, 0.1753, -0.3286, -0.0101, -0.0581, 0.2314, 0.2197, 0.2741, -0.5497, 0.6532, -0.6154, -0.0479, -0.4584, 0.8031, -0.7415, -0.6766, 0.0929, 0.0720, -0.3440, -0.1643, -0.1584, 0.0558, -0.6184, 0.2204, 0.2036, 0.1893, 0.1750, 0.1898, 0.2314, -0.5775, 0.1703, 0.1546, 0.2261, 0.4354, -0.1647, -0.4158, 0.1996, -0.4010, 0.2067, 0.2413, 0.2301, 0.1943, 0.2181, 0.2613, 0.3847, 0.2160, 0.2225, 0.2354, 0.2104]
}